No. 1
117
Properties=species:S:1:pos:R:3:lowdin_spin:R:1 method="wB97M-V/def2-TZVPD" e_homo_ev="-9.88 / -11.24" spin_multiplicity=9 lumo_ev="-4.0 / -4.0" e_tot_ha=-4724.2190 charge=+1 homo_lumo_gap_ha="0.216 / 0.267"
Cr 1.13166 2.05678 -1.01895 3.73
Cr 1.36843 -1.29854 -2.71315 3.86
S -0.42121 0.04505 -0.32811 0.02
O 0.84619 0.43643 0.30751 0.05
O -0.71376 1.29320 -1.03364 0.02
O -0.10462 -0.98277 -1.28174 0.04
O -1.45569 -0.31986 0.63223 0.01
O 1.84392 0.75663 -2.38014 0.06
H 2.45505 0.99869 -3.10296 0.01
C -2.84936 -2.15284 -3.30135 0.00
C -2.88812 -2.94950 -4.63934 0.00
O -3.71371 -4.10471 -4.54040 0.00
H -3.83784 -1.78277 -3.02916 0.00
H -2.21404 -1.26814 -3.25910 0.00
H -2.63943 -2.76281 -2.42273 0.00
H -1.89293 -3.35412 -4.82368 0.00
H -3.18460 -2.32861 -5.48474 0.00
H -3.65896 -4.66232 -5.31994 0.00
C -1.33150 -2.68541 4.74726 0.00
C -1.17225 -1.55942 3.72365 0.00
O -1.29964 -2.04020 2.41188 0.00
H -1.36872 -2.28299 5.75957 0.00
H -0.50949 -3.39647 4.66489 0.00
H -2.23982 -3.27680 4.63191 0.00
H -0.24137 -1.02262 3.90644 0.00
H -2.00344 -0.86278 3.83284 0.00
H -1.31883 -1.30189 1.79858 0.00
C -3.11095 3.60324 2.75752 0.00
C -2.81872 2.45738 1.81271 0.00
O -1.52496 1.84081 2.13642 0.00
H -2.66729 3.42093 3.73631 0.00
H -4.14883 3.92294 2.85086 0.00
H -2.62882 4.50636 2.38332 0.00
H -2.93279 2.84087 0.79878 0.00
H -3.59271 1.69692 1.91628 0.00
H -1.47765 0.97791 1.71838 0.00
C -4.94138 -3.18736 0.95686 0.00
C -4.12240 -2.20362 0.13504 0.00
O -4.05937 -0.94669 0.77220 0.00
H -5.98001 -2.85733 0.93606 0.00
H -4.62025 -3.08007 1.99295 0.00
H -4.91914 -4.22332 0.61863 0.00
H -4.55895 -2.07859 -0.85587 0.00
H -3.11847 -2.62179 0.06182 0.00
H -3.11279 -0.78817 0.79361 0.00
C 1.39941 4.64415 2.50231 0.00
C 0.61295 4.53743 1.18170 0.00
O 0.44117 3.18270 0.85576 0.02
H 2.40439 4.24131 2.37649 0.00
H 0.89395 4.06679 3.27642 0.00
H 1.57840 5.65275 2.87482 0.00
H 1.17384 5.01923 0.38083 0.00
H -0.36554 5.00911 1.27209 0.00
H -0.30461 2.93392 1.40668 0.00
C -5.22742 2.27128 -2.54943 0.00
C -3.99138 1.56563 -2.10086 0.00
O -2.90058 2.43381 -2.10737 0.00
H -6.13974 1.68737 -2.42778 0.00
H -5.09988 2.60979 -3.57765 0.00
H -5.45159 3.12430 -1.90897 0.00
H -3.79342 0.74457 -2.78990 0.00
H -4.15543 1.10617 -1.12615 0.00
H -2.16415 1.95180 -1.72405 0.00
C 5.02107 1.56534 0.26316 0.00
C 3.66147 2.09089 0.63899 0.00
O 3.02875 2.80822 -0.39947 0.02
H 4.95460 0.80443 -0.51446 0.00
H 5.46796 1.04098 1.10781 0.00
H 5.67467 2.38459 -0.03641 0.00
H 3.79452 2.61395 1.58600 0.00
H 3.07202 1.25483 1.01536 0.00
H 3.69015 3.47565 -0.59616 0.00
C 0.96574 -5.44666 -1.97088 0.00
C 0.13888 -4.22258 -1.85222 0.00
O 0.58077 -3.32850 -2.84765 0.03
H 0.61625 -6.09539 -1.16769 0.00
H 2.03669 -5.24841 -1.92774 0.00
H 0.69843 -5.98838 -2.87817 0.00
H 0.21689 -3.83831 -0.83520 0.00
H -0.92029 -4.41037 -2.02824 0.00
H 0.48088 -3.74830 -3.70520 0.00
C 5.16842 -1.84693 -1.71203 0.00
C 3.95700 -2.72528 -1.61659 0.01
O 2.72842 -1.96635 -1.26147 0.03
H 6.11240 -2.24717 -2.08187 0.00
H 5.34544 -1.48727 -0.69842 0.00
H 4.89949 -0.99600 -2.33790 0.00
H 4.10799 -3.48775 -0.85243 0.00
H 3.77859 -3.31209 -2.51766 0.00
H 2.79891 -1.76161 -0.32621 0.00
C 3.47429 -3.12893 2.55406 0.00
C 2.24266 -2.46634 2.03893 0.00
O 2.62607 -1.26114 1.41188 0.00
H 3.99162 -2.45509 3.23702 0.00
H 4.15329 -3.40122 1.74602 0.00
H 3.22258 -4.01537 3.13626 0.00
H 1.58583 -2.20900 2.86986 0.00
H 1.67454 -3.07834 1.33836 0.00
H 1.82797 -0.81142 1.12485 0.00
C 2.99455 1.76142 4.15613 0.00
C 1.69427 1.15361 3.75213 0.00
O 0.67723 1.89714 4.43436 0.00
H 3.11933 2.75149 3.71763 0.00
H 3.80071 1.14050 3.76540 0.00
H 3.03192 1.80716 5.24453 0.00
H 1.68221 0.08304 3.95663 0.00
H 1.45747 1.29204 2.69721 0.00
H -0.05802 2.11477 3.85673 0.00
C 0.77240 3.74646 -4.67271 0.00
C -0.06136 3.47562 -3.45220 0.01
O 0.61726 3.82748 -2.20207 0.05
H 1.25565 4.72339 -4.65923 0.00
H 0.18403 3.68380 -5.58813 0.00
H 1.50521 2.95073 -4.80654 0.00
H -0.40286 2.44099 -3.42046 0.00
H -0.97484 4.05616 -3.58126 0.00
H 0.66907 4.78576 -2.17704 0.00

No. 2
114
Properties=species:S:1:pos:R:3:lowdin_spin:R:1 method="wB97M-V/def2-TZVPD" e_homo_ev="-10.71 / -10.71" spin_multiplicity=2 lumo_ev="-2.9 / -8.0" e_tot_ha=-2080.1173 charge=+1 homo_lumo_gap_ha="0.287 / 0.098"
C 0.66852 1.65967 3.72229 0.00
O 0.07990 1.13820 2.56536 0.00
H 0.03804 1.64030 4.61123 0.00
H 1.57319 1.15811 4.06595 0.00
H 0.98943 2.67287 3.48035 0.00
H 0.59776 1.21219 1.76042 0.00
C -3.03343 -1.72985 -5.00962 0.00
O -3.01159 -2.95657 -4.31789 0.00
H -2.06421 -1.23573 -5.07707 0.00
H -3.39126 -2.02362 -5.99641 0.00
H -3.71189 -1.01400 -4.54554 0.00
H -2.87867 -2.78927 -3.38197 0.00
C 2.49900 1.09572 -5.37229 0.00
O 3.79734 0.52514 -5.46155 0.00
H 1.70586 0.46621 -5.77570 0.00
H 2.15181 1.37885 -4.37863 0.00
H 2.51567 2.04369 -5.91004 0.00
H 4.40458 0.99627 -4.88630 0.00
C 4.73276 4.84272 -1.80419 0.00
O 5.20383 3.57212 -1.47240 0.00
H 4.58675 5.11133 -2.85043 0.00
H 3.80502 4.97083 -1.24653 0.00
H 5.45844 5.55650 -1.41428 0.00
H 5.55155 3.55443 -0.57776 0.00
C -1.26128 2.07942 -5.58534 0.00
O -2.27272 2.43478 -6.46789 0.00
H -0.32394 1.98135 -6.13296 0.00
H -1.14836 2.89852 -4.87511 0.00
H -1.47763 1.26500 -4.89397 0.00
H -2.11145 2.07936 -7.34496 0.00
C 0.66927 -2.21932 3.86533 0.00
O 0.45462 -2.60045 2.49324 0.00
H 0.74014 -1.13335 3.92641 0.00
H -0.24448 -2.35955 4.44282 0.00
H 1.54111 -2.70940 4.29870 0.00
H -0.05662 -3.40549 2.60344 0.00
C -7.50756 -1.39873 3.49827 0.00
C -6.68740 -2.29429 2.49824 0.00
C -5.18085 -2.44327 2.89107 0.00
O -4.47594 -1.22357 2.80894 0.00
C -3.10374 -1.47419 2.94564 0.00
N -7.22376 -3.67258 2.58368 0.00
H -7.36941 -1.76502 4.51554 0.00
H -8.57738 -1.38762 3.28976 0.00
H -7.15659 -0.37228 3.60470 0.00
H -6.71561 -1.94127 1.46738 0.00
H -4.71201 -3.16494 2.22214 0.00
H -5.11629 -2.77326 3.92792 0.00
H -2.62955 -1.95905 2.09234 0.00
H -2.70032 -2.10778 3.73553 0.00
H -2.57859 -0.51904 2.94183 0.00
H -8.12515 -3.61405 2.13184 0.00
H -6.70630 -4.27965 1.96414 0.00
C 0.57899 -6.28658 -2.43935 0.03
C -0.09289 -4.93273 -2.04439 0.13
C 0.03236 -3.96306 -3.18360 0.01
O 1.41809 -3.81162 -3.54450 0.00
C 1.78327 -2.78038 -4.46023 0.00
N -1.44164 -5.16216 -1.63819 0.68
H 0.40192 -7.10053 -1.73634 0.00
H 1.64053 -6.25649 -2.68496 0.00
H 0.23753 -6.62796 -3.41658 0.00
H 0.34544 -4.49678 -1.14665 0.08
H -0.47085 -3.05212 -2.85948 0.00
H -0.56079 -4.34579 -4.01413 0.00
H 1.07295 -2.55908 -5.25683 0.00
H 2.75833 -2.97183 -4.90821 0.00
H 1.85412 -1.88010 -3.84983 0.00
H -1.84765 -4.26043 -1.43289 0.02
H -1.30845 -5.64237 -0.75970 0.02
C -0.04153 0.11948 -2.04557 0.00
C 0.57141 -0.69446 -0.87437 0.00
C 1.70310 -0.01322 -0.08126 0.00
O 1.42861 1.25259 0.47325 0.00
C 2.48862 2.20298 0.29044 0.00
N -0.54403 -1.13769 0.04624 0.00
H 0.68078 0.43005 -2.80050 0.00
H -0.44004 1.00207 -1.54524 0.00
H -0.85283 -0.32157 -2.62468 0.00
H 0.94826 -1.64742 -1.24576 0.00
H 2.49996 0.16942 -0.80221 0.00
H 2.09574 -0.65156 0.71023 0.00
H 3.41764 1.76429 0.65454 0.00
H 2.39195 3.20033 0.71944 0.00
H 2.67700 2.34855 -0.77324 0.00
H -0.10597 -1.55438 0.85530 0.00
H -1.01712 -0.28937 0.32310 0.00
C 5.00648 6.97336 4.33632 0.00
C 5.22505 5.90895 5.40742 0.00
C 5.86397 4.54695 4.94095 0.00
O 5.18998 3.90309 3.83880 0.00
C 3.78398 3.75431 3.95879 0.00
N 6.00277 6.47098 6.50154 0.00
H 4.46517 7.77486 4.83897 0.00
H 4.46525 6.59570 3.46882 0.00
H 5.90219 7.41858 3.90323 0.00
H 4.24694 5.55311 5.73110 0.00
H 5.97953 3.86447 5.78296 0.00
H 6.88318 4.78097 4.63348 0.00
H 3.18899 4.66393 3.87697 0.00
H 3.57432 3.18442 4.86398 0.00
H 3.54825 3.13369 3.09428 0.00
H 6.21913 5.85037 7.26843 0.00
H 5.47097 7.16483 7.00734 0.00
C -4.56147 -1.31826 -1.63693 0.00
C -3.84689 -2.26305 -0.69032 0.00
O -2.64235 -2.54953 -1.31429 0.02
O -3.97103 -0.00508 -1.74987 0.00
H -5.58285 -1.09092 -1.33163 0.00
H -4.63420 -1.71480 -2.64964 0.00
H -4.49514 -3.12930 -0.55816 0.00
H -3.55232 -1.77981 0.24124 0.00
H -1.99984 -1.98588 -0.87717 0.00
H -4.24349 0.47764 -0.96607 0.00